Entry 1:
This record from the Open Molecules 2025 dataset describes a single C21H17NO4 molecule. The level of theory is ωB97M-V with the def2-TZVPD basis set.

Structure (ORCA input):
```
! wB97M-V def2-TZVPD RIJCOSX def2/J DEFGRID3
* xyz 0 1
C -1.881 1.447 0.187
O -0.912 1.717 -0.801
C 0.325 2.156 -0.473
C 1.022 2.763 -1.524
C 2.261 3.329 -1.325
C 2.833 3.331 -0.059
C 2.171 2.715 0.980
C 0.934 2.097 0.786
C 0.423 1.308 1.942
O 0.195 1.722 3.045
O 0.348 0.012 1.558
C -0.070 -1.030 2.379
C 0.187 -1.062 3.740
C -0.237 -2.144 4.493
C -0.925 -3.187 3.896
C -1.184 -3.149 2.539
C -0.748 -2.086 1.757
C -1.121 -2.089 0.303
O -2.197 -2.518 -0.062
N -0.155 -1.597 -0.521
C -0.238 -1.275 -1.879
C -1.354 -1.554 -2.659
C -1.369 -1.178 -3.990
C -0.284 -0.530 -4.556
C 0.829 -0.256 -3.779
C 0.856 -0.626 -2.449
H -1.861 0.400 0.498
H -2.845 1.648 -0.281
H -1.762 2.094 1.061
H 0.547 2.773 -2.492
H 2.779 3.788 -2.154
H 3.790 3.799 0.109
H 2.608 2.683 1.967
H 0.706 -0.242 4.209
H -0.032 -2.163 5.552
H -1.263 -4.024 4.487
H -1.733 -3.942 2.054
H 0.704 -1.294 -0.083
H -2.201 -2.054 -2.221
H -2.241 -1.394 -4.590
H -0.306 -0.238 -5.595
H 1.681 0.252 -4.208
H 1.722 -0.402 -1.841
*
```

## Properties
Gap between HOMO and LUMO   9.0 eV
Energy relative to the best compared isomer or geometry (same formula, charge and spin)   240.90 kJ/mol
Lowest unoccupied orbital energy   0.480 eV
SMILES string   COc1ccccc1C(=O)Oc1ccccc1C(=O)Nc1ccccc1
E_tot   -31733.3776 eV
Highest occupied orbital energy   -0.3113 Eh


Entry 2:
This record from the Open Molecules 2025 dataset describes 2 unconnected molecules or ions with the total composition C21H18BO5P at a distorted geometry. The level of theory is ωB97M-V with the def2-TZVPD basis set.

Structure (ORCA input):
```
! wB97M-V def2-TZVPD RIJCOSX def2/J DEFGRID3
* xyz 0 1
C -4.845 0.681 -4.362
O -3.455 0.716 -3.992
B -3.291 1.283 -2.754
O -3.787 2.566 -2.537
C -2.594 0.555 -1.527
C -3.339 -0.239 -0.673
C -2.801 -0.894 0.397
C -1.455 -0.772 0.662
C -0.706 0.005 -0.177
C -1.243 0.660 -1.266
C -0.301 1.450 -2.137
O -0.585 2.526 -2.630
C 1.052 0.803 -2.312
C 1.742 0.791 -3.496
C 2.947 0.141 -3.519
C 3.490 -0.479 -2.418
P 5.085 -1.359 -2.388
O 5.015 -2.466 -1.404
C 2.797 -0.465 -1.223
C 1.588 0.170 -1.212
C 0.771 0.180 0.058
O 1.266 0.350 1.155
H -5.269 1.680 -4.474
H -4.970 0.154 -5.308
H -5.385 0.113 -3.597
H -4.344 2.517 -1.750
H -4.406 -0.326 -0.866
H -3.390 -1.525 1.051
H -0.944 -1.273 1.475
H 1.331 1.258 -4.381
H 3.511 0.122 -4.448
H 6.043 -0.415 -1.956
H 5.380 -1.910 -3.653
H 3.159 -0.921 -0.310
C 0.080 -0.124 4.514
C -0.330 -0.234 5.836
C 0.586 -0.578 6.821
C 1.911 -0.818 6.483
C 2.318 -0.716 5.159
C 1.403 -0.368 4.173
H -0.633 0.151 3.746
H -1.364 -0.049 6.100
H 0.267 -0.660 7.853
H 2.626 -1.084 7.251
H 3.351 -0.908 4.894
H 1.718 -0.287 3.143
*
```

## Properties
Gap between HOMO and LUMO   8.3 eV
Lowest unoccupied orbital energy   -0.825 eV
SMILES string   COB(O)c1cccc2c1C(=O)c1ccc([PH2]=O)cc1C2=O.c1ccccc1
E_tot   -42273.3701 eV
Highest occupied orbital energy   -0.3341 Eh


Entry 3:
This record from the Open Molecules 2025 dataset describes a molecular structure, C21H18BrN5O3SSeW at a distorted geometry. The level of theory is ωB97M-V with the def2-TZVPD basis set.

Structure (ORCA input):
```
! wB97M-V def2-TZVPD RIJCOSX def2/J DEFGRID3
* xyz 2 1
W 1.403 0.947 0.056
Se 1.807 -6.769 -0.709
N 0.708 -5.471 -1.291
C 1.104 -4.265 -0.855
C 0.449 -3.051 -1.142
C -0.708 -2.943 -1.925
C -1.270 -1.677 -2.141
C -0.670 -0.540 -1.574
N 0.456 -0.661 -0.815
C 0.996 -1.871 -0.606
C 2.106 -1.889 0.156
N 2.521 -0.694 0.604
C 3.636 -0.609 1.383
C 4.356 -1.766 1.723
C 3.925 -3.017 1.257
C 2.778 -3.088 0.457
C 2.248 -4.283 -0.069
N 2.772 -5.504 0.126
H -1.170 -3.819 -2.362
H -2.164 -1.576 -2.743
H -1.102 0.437 -1.739
H 3.966 0.357 1.742
H 5.240 -1.693 2.342
H 4.480 -3.909 1.519
O -1.872 2.814 4.868
C -1.183 2.222 3.850
C -1.117 0.844 3.722
C -0.392 0.341 2.656
N 0.245 1.111 1.747
C 0.152 2.435 1.912
Br 1.051 3.438 0.627
C -0.543 3.045 2.938
H -2.268 2.126 5.429
H -1.604 0.171 4.416
H -0.299 -0.730 2.496
H -0.591 4.123 3.032
O -0.179 1.579 -0.949
S -0.612 2.507 -2.046
C -2.035 3.467 -1.405
C -3.210 3.201 -2.329
C -3.108 1.735 -2.709
C -1.679 1.544 -3.179
H -1.768 4.526 -1.368
H -2.246 3.115 -0.390
H -3.137 3.828 -3.226
H -4.162 3.431 -1.840
H -3.825 1.467 -3.491
H -3.312 1.103 -1.836
H -1.538 1.959 -4.183
H -1.372 0.495 -3.179
O 2.734 1.457 1.042
*
```

## Properties
Gap between HOMO and LUMO (alpha / beta)   6.4 / 6.4 eV
Energy relative to the best compared isomer or geometry (same formula, charge and spin)   571.48 kJ/mol
Lowest unoccupied orbital energy (alpha / beta)   -6.690 / -6.689 eV
E_tot   -183694.3365 eV
Highest occupied orbital energy (alpha / beta)   -0.4804 / -0.4802 Eh


Entry 4:
This record from the Open Molecules 2025 dataset describes a single C21H18F2N2S2 molecule. The level of theory is ωB97M-V with the def2-TZVPD basis set.

Structure (ORCA input):
```
! wB97M-V def2-TZVPD RIJCOSX def2/J DEFGRID3
* xyz 0 1
F -6.305 -0.728 -0.481
C -6.157 0.508 0.030
F -5.569 1.248 -0.928
S -5.165 0.483 1.559
C -3.686 -0.249 0.867
C -3.527 -1.626 0.894
C -2.397 -2.189 0.340
C -1.409 -1.386 -0.240
N -0.303 -2.014 -0.793
C 0.955 -1.540 -1.050
S 1.934 -2.413 -2.053
N 1.342 -0.399 -0.455
C 2.660 0.177 -0.644
C 3.706 -0.440 0.258
C 3.379 -0.995 1.487
C 4.364 -1.545 2.291
C 5.684 -1.539 1.876
C 6.016 -0.984 0.652
C 5.033 -0.439 -0.153
C 2.525 1.676 -0.468
C 1.804 2.392 -1.418
C 1.617 3.754 -1.278
C 2.152 4.418 -0.185
C 2.870 3.711 0.763
C 3.054 2.345 0.626
C -1.601 -0.002 -0.283
C -2.731 0.561 0.276
H -7.146 0.927 0.256
H -4.287 -2.247 1.340
H -2.269 -3.261 0.349
H -0.437 -2.970 -1.096
H 0.787 -0.031 0.304
H 2.940 -0.040 -1.683
H 2.352 -1.007 1.825
H 4.096 -1.978 3.243
H 6.450 -1.970 2.503
H 7.044 -0.981 0.320
H 5.291 -0.012 -1.110
H 1.393 1.874 -2.273
H 1.057 4.300 -2.023
H 2.009 5.483 -0.076
H 3.290 4.224 1.616
H 3.615 1.800 1.370
H -0.895 0.635 -0.792
H -2.881 1.629 0.235
*
```

## Properties
Gap between HOMO and LUMO   8.7 eV
Lowest unoccupied orbital energy   0.428 eV
SMILES string   FC(F)Sc1ccc(NC(=S)NC(c2ccccc2)c2ccccc2)cc1
E_tot   -52155.7005 eV
Highest occupied orbital energy   -0.3022 Eh


Entry 5:
This record from the Open Molecules 2025 dataset describes a single C21H18IN5O molecule at a distorted geometry. The level of theory is ωB97M-V with the def2-TZVPD basis set.

Structure (ORCA input):
```
! wB97M-V def2-TZVPD RIJCOSX def2/J DEFGRID3
* xyz 0 1
C -0.506 -6.248 2.444
C -0.352 -4.787 2.707
C -1.240 -3.861 2.126
C -1.039 -2.494 2.374
O -1.828 -1.495 1.836
C -2.086 -1.485 0.434
C -1.419 -0.253 -0.140
C -2.141 0.957 -0.355
C -1.509 2.064 -0.895
C -0.136 2.076 -1.209
C 0.465 3.286 -1.740
C 0.635 4.293 -0.754
C 1.151 5.543 -1.059
C 1.577 5.786 -2.372
C 1.399 4.801 -3.378
C 0.846 3.516 -3.076
C 0.660 2.557 -4.174
N 1.161 2.685 -5.364
N 0.733 1.564 -6.051
N 0.000 0.782 -5.305
N -0.063 1.418 -4.136
C 0.587 0.881 -1.025
C -0.094 -0.246 -0.517
C -0.019 -2.090 3.231
I 0.316 0.091 3.667
C 0.793 -3.089 3.809
C 1.887 -2.762 4.774
N 0.633 -4.369 3.501
H -1.554 -6.542 2.372
H -0.006 -6.519 1.511
H -0.056 -6.791 3.263
H -2.036 -4.254 1.460
H -1.713 -2.390 -0.068
H -3.155 -1.406 0.227
H -3.233 1.064 -0.157
H -2.100 2.952 -1.109
H 0.312 4.064 0.268
H 1.248 6.306 -0.283
H 1.967 6.754 -2.652
H 1.751 5.021 -4.401
H -0.440 1.040 -3.246
H 1.640 0.777 -1.296
H 0.503 -1.143 -0.366
H 2.214 -3.689 5.278
H 1.496 -2.097 5.561
H 2.751 -2.269 4.283
*
```

## Properties
Gap between HOMO and LUMO   9.1 eV
Energy relative to the best compared isomer or geometry (same formula, charge and spin)   0.00 kJ/mol
Lowest unoccupied orbital energy   -0.019 eV
SMILES string   Cc1cc(OCc2ccc(-c3ccccc3-c3nnn[nH]3)cc2)c(I)c(C)n1
E_tot   -39666.3698 eV
Highest occupied orbital energy   -0.3340 Eh


Question: Which of these has the lowest E_tot?
Answer: C21H18BrN5O3SSeW


What did the fourth record say?
This record from the Open Molecules 2025 dataset describes a single C21H18F2N2S2 molecule. The level of theory is ωB97M-V with the def2-TZVPD basis set.

Structure (ORCA input):
```
! wB97M-V def2-TZVPD RIJCOSX def2/J DEFGRID3
* xyz 0 1
F -6.305 -0.728 -0.481
C -6.157 0.508 0.030
F -5.569 1.248 -0.928
S -5.165 0.483 1.559
C -3.686 -0.249 0.867
C -3.527 -1.626 0.894
C -2.397 -2.189 0.340
C -1.409 -1.386 -0.240
N -0.303 -2.014 -0.793
C 0.955 -1.540 -1.050
S 1.934 -2.413 -2.053
N 1.342 -0.399 -0.455
C 2.660 0.177 -0.644
C 3.706 -0.440 0.258
C 3.379 -0.995 1.487
C 4.364 -1.545 2.291
C 5.684 -1.539 1.876
C 6.016 -0.984 0.652
C 5.033 -0.439 -0.153
C 2.525 1.676 -0.468
C 1.804 2.392 -1.418
C 1.617 3.754 -1.278
C 2.152 4.418 -0.185
C 2.870 3.711 0.763
C 3.054 2.345 0.626
C -1.601 -0.002 -0.283
C -2.731 0.561 0.276
H -7.146 0.927 0.256
H -4.287 -2.247 1.340
H -2.269 -3.261 0.349
H -0.437 -2.970 -1.096
H 0.787 -0.031 0.304
H 2.940 -0.040 -1.683
H 2.352 -1.007 1.825
H 4.096 -1.978 3.243
H 6.450 -1.970 2.503
H 7.044 -0.981 0.320
H 5.291 -0.012 -1.110
H 1.393 1.874 -2.273
H 1.057 4.300 -2.023
H 2.009 5.483 -0.076
H 3.290 4.224 1.616
H 3.615 1.800 1.370
H -0.895 0.635 -0.792
H -2.881 1.629 0.235
*
```

## Properties
Gap between HOMO and LUMO   8.7 eV
Lowest unoccupied orbital energy   0.428 eV
SMILES string   FC(F)Sc1ccc(NC(=S)NC(c2ccccc2)c2ccccc2)cc1
E_tot   -52155.7005 eV
Highest occupied orbital energy   -0.3022 Eh


Question: Which formula does entry 4 have?
Answer: C21H18F2N2S2